{
  "formula": "C29H66F5N11O7P",
  "method": "ωB97M-V with the def2-TZVPD basis set",
  "homo_energy_ev": -4.72,
  "gap_ev": 6.3323,
  "total_energy_ha": -3113.92858,
  "total_charge": -1,
  "symbols": ["C", "C", "C", "C", "N", "O", "P", "C", "C", "F", "C", "F", "F", "C", "F", "F", "O", "C", "C", "C", "C", "C", "C", "C", "C", "C", "C", "C", "C", "C", "C", "C", "C", "H", "H", "H", "H", "H", "H", "H", "H", "H", "H", "H", "H", "H", "H", "H", "H", "H", "H", "H", "H", "H", "H", "H", "H", "H", "H", "H", "H", "H", "H", "H", "H", "H", "H", "H", "H", "H", "H", "H", "H", "H", "H", "H", "H", "H", "H", "C", "O", "N", "N", "H", "H", "H", "H", "C", "O", "N", "N", "H", "H", "H", "H", "C", "O", "N", "N", "H", "H", "H", "H", "C", "O", "N", "N", "H", "H", "H", "H", "C", "O", "N", "N", "H", "H", "H", "H"],
  "xyz": [[0.1779, -4.3286, 0.8784], [-0.9268, -4.2421, 1.9041], [-1.0389, -2.9517, 2.9606], [-1.3936, -3.6969, 4.3876], [-2.5934, -4.6186, 4.3346], [-2.2572, -2.1397, 2.6295], [-2.1620, -0.5351, 3.3215], [-1.7992, 0.2086, 1.5902], [-3.0192, 1.1030, 0.9586], [-3.2096, 0.6246, -0.4603], [-2.4829, 1.0874, 4.2630], [-3.9394, 1.4771, 4.2104], [-2.2155, 0.8016, 5.7211], [-1.5409, 2.3579, 3.8598], [-2.0347, 3.5152, 4.6994], [-0.0948, 2.2057, 4.2707], [-0.4413, -0.7061, 3.7321], [0.1512, -1.8168, 2.9178], [1.6758, -2.2034, 3.3785], [2.6650, -1.0538, 2.6731], [3.9322, -0.6199, 3.6232], [4.8999, 0.4843, 2.8482], [4.1402, 1.8942, 2.4861], [4.8575, 2.7214, 1.2265], [3.7553, 3.6592, 0.3919], [3.7440, 3.3620, -1.2251], [2.3901, 2.5190, -1.7265], [2.4192, 2.5694, -3.3667], [1.3697, 1.5535, -4.1117], [1.0024, 0.1940, -3.2720], [0.5930, -0.9553, -4.4081], [1.6554, -2.2032, -4.4907], [3.2479, -1.7337, -4.4093], [1.0783, -5.0853, 0.9366], [0.1254, -3.5297, -0.0018], [-1.7308, -5.1133, 1.8893], [-1.5654, -2.9287, 5.2694], [-0.4394, -4.3345, 4.7060], [-3.2757, -4.3534, 3.5889], [-2.3289, -5.6295, 4.2988], [-3.5843, -0.4964, 3.0033], [-2.6340, -1.1715, 4.5441], [-1.6171, -0.7217, 0.8669], [-0.7877, 0.8024, 1.6621], [-4.0090, 1.1015, 1.5828], [-2.6188, 2.2219, 0.8514], [-1.6302, 2.7293, 2.7530], [0.2851, -1.6366, 1.7602], [1.7873, -2.0619, 4.5506], [2.0384, -3.2694, 3.0597], [1.9718, -0.0857, 2.5889], [2.9575, -1.3265, 1.5688], [3.4963, -0.2032, 4.6264], [4.5969, -1.5871, 3.7677], [5.7625, 0.7614, 3.6246], [5.4503, 0.0223, 1.9044], [3.0126, 1.7879, 2.1911], [4.1813, 2.6415, 3.4152], [5.7913, 3.3488, 1.5693], [5.1886, 1.8831, 0.4526], [2.6980, 3.6434, 0.8950], [4.1616, 4.7741, 0.5185], [4.7051, 2.7703, -1.5384], [3.7295, 4.3967, -1.8021], [1.3960, 3.0764, -1.3864], [2.4999, 1.4477, -1.2680], [3.5213, 2.4600, -3.8044], [2.0823, 3.6739, -3.6690], [1.9075, 1.2001, -5.1165], [0.3477, 2.0508, -4.4322], [1.8440, -0.1872, -2.5523], [0.0018, 0.4281, -2.6736], [0.5029, -0.4655, -5.4745], [-0.4480, -1.4204, -4.0880], [1.4500, -3.0053, -3.6572], [1.4945, -2.7659, -5.5299], [3.5475, -1.8131, -3.2751], [3.9248, -2.4340, -5.0813], [3.2998, -0.6386, -4.8184], [-5.6363, -2.2165, 1.3208], [-5.3142, -1.0825, 1.6360], [-6.8096, -2.5063, 0.7283], [-4.8494, -3.2873, 1.5349], [-7.0804, -3.4389, 0.4663], [-7.4391, -1.7373, 0.5443], [-3.9555, -3.1254, 1.9778], [-5.1096, -4.2241, 1.2773], [-2.7429, 2.1408, -5.1932], [-2.2479, 1.1767, -5.7540], [-3.0612, 3.2789, -5.8375], [-3.0189, 2.1594, -3.8759], [-3.4692, 4.0765, -5.3806], [-2.8743, 3.3181, -6.8300], [-2.7992, 1.3287, -3.3438], [-3.4267, 2.9510, -3.4083], [-0.9330, 5.3855, -8.3256], [-1.6283, 4.3968, -8.1580], [-1.0790, 6.5138, -7.6062], [0.0473, 5.4436, -9.2460], [-0.5090, 7.3316, -7.7400], [-1.8022, 6.5238, -6.9002], [0.1996, 4.6219, -9.8145], [0.6234, 6.2555, -9.3887], [1.7037, 1.2430, 7.4510], [2.3430, 0.7388, 6.5421], [0.6794, 2.0910, 7.2431], [1.9610, 0.9998, 8.7496], [0.1491, 2.5095, 7.9882], [0.4438, 2.3081, 6.2844], [2.7214, 0.3688, 8.9620], [1.4376, 1.4124, 9.5029], [-1.3663, -6.1957, -2.6263], [-0.9901, -7.1059, -1.9058], [-1.3936, -6.2881, -3.9688], [-1.7904, -5.0112, -2.1481], [-1.7025, -5.5412, -4.5675], [-1.0849, -7.1580, -4.3806], [-1.7901, -4.8886, -1.1448], [-2.1015, -4.2574, -2.7369]],
  "forces_ev_per_angstrom": [[-2.0497, 0.8322, 1.4564], [2.3048, 0.2687, -2.0804], [-2.4708, -0.3115, -1.1268], [1.4265, -0.2715, 0.8314], [0.6753, 0.1337, -0.3963], [2.6186, -1.9033, 0.2861], [-3.2726, -1.8701, -0.2263], [0.7121, 0.4554, -1.4274], [1.8130, 0.4676, -0.1166], [-0.1316, 0.9975, 2.4303], [0.4222, 1.2621, 2.3349], [4.0254, -0.4219, 0.1519], [-0.7320, 1.3758, -3.3266], [-0.2890, 1.9461, 2.2233], [1.4333, -2.3968, -1.9694], [-4.1996, 0.2590, -1.3580], [0.7002, -1.8150, -2.1172], [-0.1947, -1.3040, -0.1076], [0.3984, 1.3995, 0.4129], [-1.0488, 1.0062, 0.6526], [0.0471, -0.4538, -1.5278], [0.2268, 0.4356, 1.1046], [0.4679, 1.2542, -0.1838], [-0.9937, -1.2010, -0.5605], [1.5072, 1.1668, 0.3113], [-1.1978, 0.2900, 0.1192], [1.2596, 0.9450, -0.4273], [-0.6718, 0.7836, -0.1705], [0.7732, -0.6734, -0.4121], [-1.2225, 0.0933, -1.0907], [0.0410, -0.6722, 0.6844], [0.2882, -0.3799, -0.7104], [-1.0353, -0.3340, -0.0411], [-2.7634, 0.6366, -0.9943], [1.3142, -0.7849, 2.6977], [2.4529, 1.2857, 1.4120], [0.4300, -1.2244, -2.2260], [-1.9818, 1.2003, -0.6619], [1.0427, -0.3711, 0.9963], [-0.3473, 1.5589, -0.3745], [0.7063, 0.3767, -0.0075], [0.9227, 0.4094, 0.1265], [-0.5225, 2.2486, 1.5372], [-1.8391, -0.8196, -0.5714], [1.7855, -0.5079, -1.5841], [-1.0771, -2.2688, -0.0164], [0.5303, -0.9559, 2.2888], [-0.5668, 0.3022, 2.1268], [-0.3274, -0.4226, -2.3998], [-1.0420, 1.9372, 0.5811], [1.4515, -2.0567, 0.1472], [-0.3498, 0.2858, 2.1628], [1.0270, -0.8078, -1.8640], [-1.3026, 1.9542, 0.0919], [-1.6962, -0.6022, -1.7180], [-1.4213, 0.8807, 1.8312], [2.1802, -0.1489, 0.6333], [-0.2341, -1.8456, -1.8079], [-1.8791, -1.3095, -0.7012], [-0.3550, 1.7696, 1.6137], [1.9515, -0.2209, -1.1144], [-1.0588, -2.2490, -0.2542], [-1.8239, 1.1146, 0.5824], [0.1346, -2.1152, 1.1352], [2.1882, -1.3991, -0.4257], [-0.5847, 2.0105, -0.9915], [-2.3279, -0.0679, 1.1127], [0.8469, -2.2386, 0.6822], [-1.2492, 0.8330, 2.0478], [2.1731, -0.8533, 0.7308], [-1.6490, 0.8049, -1.4722], [2.3704, -0.5706, -0.9164], [0.0218, -0.9087, 2.2385], [2.0504, 1.0333, -0.9246], [0.3550, 1.6453, -1.5162], [0.2406, 1.2112, 2.1973], [-0.2177, 0.4112, -2.4009], [-1.3734, 1.4507, 1.5548], [0.1936, -2.0401, 0.9460], [0.7967, 0.8052, 0.4700], [-0.5030, -0.1369, -0.3102], [-1.7285, 0.0631, -0.7882], [0.7480, -0.9626, 0.2675], [0.0399, 0.2025, 0.0492], [0.2479, -0.3136, 0.0587], [0.2604, 0.3289, -0.0191], [-0.0085, 0.2029, 0.0137], [0.1122, -0.2951, -0.1483], [0.1221, -0.2197, -0.1033], [-0.2960, 0.7519, -0.9553], [-0.0310, -0.4457, 1.2885], [0.0788, -0.2048, -0.0840], [0.1344, 0.2282, 0.2431], [-0.1288, 0.2971, 0.0142], [0.0820, -0.2242, -0.0187], [-0.3809, -0.6142, 0.1105], [-0.0567, 0.0534, -0.1740], [-0.5166, 0.9756, 0.9257], [0.8541, -0.3515, -1.0639], [-0.1250, -0.1529, 0.0776], [0.3132, 0.0281, -0.2360], [-0.0209, 0.2956, 0.2134], [-0.0866, -0.1935, 0.0202], [-0.1593, 0.0435, -0.9616], [0.2824, -0.1022, 0.0526], [-0.5233, 0.7527, -0.4442], [0.7698, -0.6022, 1.5427], [0.0404, -0.1431, -0.2008], [-0.1445, -0.1530, 0.1670], [-0.3264, 0.2338, -0.0630], [0.0970, -0.1221, -0.1632], [0.1812, -0.2968, 0.7394], [0.0185, -0.1786, -0.0415], [0.1143, -0.5682, -1.5560], [-0.3750, 0.8786, 0.7313], [0.0856, -0.1405, 0.0946], [-0.1116, 0.3617, 0.1416], [0.0760, 0.0656, -0.1938], [0.0573, -0.0823, 0.1501]]
}